Record 1
Below is a structure of composition C24H56N9O11Pb at a distorted geometry, with properties calculated with ωB97M-V/def2-TZVPD.

XYZ file:
```
101
Properties=species:S:1:pos:R:3:forces:R:3:lowdin_charge:R:1
Pb 2.885 18.327 -17.791 1.36 -0.22 -0.03 1.685
N 4.156 15.544 -18.641 0.89 -1.66 -0.68 -0.578
O 4.466 16.585 -19.179 1.82 1.45 -3.25 -0.064
O 3.475 15.745 -17.662 -2.96 -1.13 4.13 -0.117
O 4.491 14.376 -18.994 -0.32 1.86 0.11 -0.003
C 4.499 17.677 -13.487 -1.04 -0.28 0.50 0.026
C 3.316 17.353 -14.361 0.46 0.03 -1.79 -0.489
O 3.081 18.146 -15.312 -0.54 -1.05 1.28 -0.187
N 2.677 16.182 -14.173 -0.07 0.26 -0.62 0.055
C 1.580 15.656 -15.025 0.23 0.42 0.40 -0.030
H 4.401 17.130 -12.549 0.31 0.18 0.16 0.088
H 4.412 18.751 -13.323 0.47 -0.09 0.16 0.099
H 5.432 17.397 -13.976 -0.13 0.14 -0.07 0.074
H 3.060 15.590 -13.450 -0.25 0.02 -0.09 0.137
H 0.633 15.834 -14.515 -0.04 -0.02 -0.13 0.090
H 1.676 14.589 -15.228 0.31 0.06 0.31 0.086
H 1.571 16.138 -16.002 0.14 0.16 0.26 0.051
C 6.460 20.489 -16.244 -0.21 0.30 0.09 0.030
C 6.143 19.010 -16.467 -0.78 1.05 -1.81 -0.492
O 5.221 18.610 -17.224 0.27 0.99 0.70 -0.172
N 6.990 18.113 -16.045 1.04 -0.56 1.24 0.043
C 6.824 16.715 -16.327 0.23 -0.82 -0.22 -0.040
H 6.946 20.732 -15.299 0.13 -0.41 0.02 0.085
H 5.614 21.173 -16.311 -0.46 -0.58 0.05 0.086
H 7.102 20.863 -17.041 0.30 -0.40 -0.10 0.087
H 7.840 18.316 -15.539 -0.30 0.60 -0.02 0.163
H 7.362 16.167 -15.553 -0.09 -0.23 -0.14 0.103
H 7.266 16.490 -17.298 -0.01 -0.20 -0.06 0.088
H 5.780 16.403 -16.357 0.03 0.20 0.14 0.077
C -0.465 18.296 -20.781 -0.28 -0.53 0.87 0.031
C 0.514 17.255 -20.207 -2.06 1.61 -0.98 -0.508
O 1.330 17.639 -19.376 0.70 -0.29 0.16 -0.183
N 0.398 16.020 -20.609 -0.91 -1.56 0.13 0.058
C 1.208 14.918 -20.190 1.62 -0.23 -0.15 -0.042
H -0.629 19.010 -19.974 0.38 0.35 -0.25 0.083
H -1.470 17.903 -20.934 0.15 -0.38 -0.41 0.082
H -0.104 18.764 -21.697 0.10 -0.05 0.17 0.090
H -0.429 15.613 -21.023 -0.19 1.36 -0.49 0.157
H 1.617 14.965 -19.181 -0.66 0.08 0.27 0.082
H 2.101 14.955 -20.814 0.07 -0.60 -0.20 0.077
H 0.622 14.022 -20.393 0.46 -0.12 0.27 0.099
C -0.406 12.390 -23.184 0.77 -1.77 0.21 0.015
C 1.057 12.688 -22.919 0.62 1.70 0.96 -0.526
O 1.577 13.721 -23.318 -0.32 0.35 -0.52 0.002
N 1.773 11.889 -22.089 -2.08 -1.93 -0.13 0.001
C 3.086 12.085 -21.563 0.55 0.90 -0.64 -0.053
H -1.136 13.199 -23.186 0.64 0.21 0.05 0.088
H -0.669 11.629 -22.449 -0.57 0.03 -0.01 0.074
H -0.423 11.872 -24.143 -0.28 0.15 -0.18 0.092
H 1.310 11.057 -21.752 -0.10 0.11 -0.11 0.135
H 3.595 12.743 -22.267 0.26 0.17 0.32 0.077
H 3.659 11.158 -21.530 -0.25 -0.02 0.16 0.098
H 3.001 12.559 -20.585 0.46 -0.04 0.08 0.073
C 7.088 14.475 -21.836 -0.30 0.06 -0.02 -0.002
C 7.818 15.725 -21.399 1.78 -0.98 -1.76 -0.525
O 8.887 16.006 -21.970 -1.67 0.37 1.32 0.032
N 7.314 16.349 -20.314 -0.72 -0.71 -0.54 0.021
C 7.857 17.569 -19.896 0.17 1.84 1.02 -0.110
H 7.092 14.346 -22.918 0.30 0.29 0.08 0.077
H 6.044 14.455 -21.526 0.01 -0.15 0.31 0.058
H 7.662 13.662 -21.391 -0.25 -0.25 0.02 0.085
H 6.395 16.079 -19.994 0.03 0.12 -0.14 0.088
H 8.072 18.248 -20.721 0.66 -0.37 -0.20 0.090
H 8.703 17.429 -19.223 0.45 0.16 -0.33 0.091
H 7.145 18.165 -19.325 -0.46 -0.39 0.26 0.060
C 3.784 17.077 -22.635 -0.21 0.47 0.74 0.006
C 4.509 16.163 -23.584 1.86 -0.28 -1.80 -0.514
O 5.549 16.588 -24.141 -1.84 -0.80 1.02 0.013
N 3.971 14.943 -23.903 0.27 1.33 0.79 0.005
C 4.429 14.152 -25.025 0.43 -0.24 0.05 -0.071
H 4.515 17.739 -22.171 0.05 0.09 -0.33 0.067
H 3.228 16.703 -21.775 0.00 -0.79 -0.17 0.049
H 3.062 17.668 -23.199 0.12 0.14 -0.20 0.089
H 3.124 14.680 -23.421 -0.06 -0.19 -0.35 0.058
H 5.452 13.797 -24.898 0.15 0.18 0.20 0.076
H 4.426 14.715 -25.959 -0.20 0.06 0.03 0.089
H 3.826 13.249 -25.117 -0.28 0.25 0.01 0.079
C 7.428 13.121 -17.916 -0.15 -0.81 1.04 0.013
C 6.958 13.197 -16.463 1.50 0.28 0.43 -0.558
O 7.731 13.138 -15.503 -0.44 0.07 -0.81 0.026
N 5.655 13.403 -16.291 0.07 0.59 -0.91 0.011
C 5.030 13.666 -15.058 -3.10 -1.46 0.63 -0.101
H 8.271 13.809 -17.975 -0.08 -0.15 -0.48 0.089
H 6.640 13.248 -18.659 0.15 0.48 0.11 0.053
H 7.757 12.086 -18.011 0.48 0.07 -0.22 0.088
H 5.085 13.491 -17.120 0.06 0.14 0.02 0.095
H 4.004 13.802 -15.398 -0.33 1.06 0.23 0.065
H 5.276 14.421 -14.311 0.88 0.24 -0.68 0.083
H 4.779 12.750 -14.525 1.01 -0.37 0.55 0.091
C 5.802 20.480 -20.677 -0.97 0.04 0.08 0.049
C 4.279 20.349 -20.460 1.77 -0.77 0.63 -0.513
O 3.818 19.389 -19.838 0.15 -0.96 0.31 -0.146
N 3.455 21.278 -20.838 -1.39 2.05 -0.48 0.047
C 2.029 21.299 -20.540 -0.72 0.81 -1.08 -0.037
H 6.176 19.563 -21.132 -0.08 0.04 0.11 0.076
H 6.212 20.582 -19.672 0.14 -0.16 -0.01 0.078
H 6.139 21.332 -21.267 -0.33 0.00 -0.06 0.087
H 3.745 22.172 -21.206 0.59 -0.42 -0.16 0.156
H 1.781 22.342 -20.345 -0.04 -0.08 0.74 0.093
H 1.607 20.611 -19.808 0.72 0.12 0.08 0.068
H 1.471 21.162 -21.466 0.01 -0.56 -0.17 0.088
```
Positions in Å, forces in eV/Å.

Output
- LUMO energy (eV) = -2.530
- largest force on an atom (hartree/bohr) = 0.101
- electronic energy (eV) = -66972.4947
- total charge = +1

=====

Record 2
Below is an isolated molecule of C5H4Cl2 at a distorted geometry, with properties calculated with ωB97M-V/def2-TZVPD.

XYZ file:
```
11
Properties=species:S:1:pos:R:3:forces:R:3:nbo_charge:R:1
Cl 1.824 1.775 -0.072 0.58 -0.31 0.47 0.012
C 1.150 0.134 0.143 -3.18 0.22 -1.38 -0.130
Cl 2.288 -1.222 0.099 0.01 0.54 0.65 0.032
C 0.015 0.141 1.207 1.58 0.52 0.98 -0.220
C -1.184 0.076 0.664 -3.11 -1.68 0.00 -0.195
C -1.099 -0.059 -0.791 2.53 -0.46 -0.64 -0.253
C 0.229 -0.060 -1.086 -0.13 -1.94 -2.22 -0.172
H 0.167 0.362 2.246 0.40 -0.23 0.31 0.226
H -2.197 -0.217 1.156 2.06 1.33 -0.38 0.234
H -1.852 -0.355 -1.518 -0.03 0.32 0.42 0.233
H 0.658 -0.575 -2.048 -0.71 1.69 1.78 0.233
```
Positions in Å, forces in eV/Å.

Output
- LUMO energy (eV) = 0.104
- largest force on an atom (hartree/bohr) = 0.069
- electronic energy (eV) = -30292.6185
- energy above the lowest of the compared OMol25 structures with the same formula, charge and spin (eV) = 1.025

=====

Record 3
Below is a cluster of 2 separate species, C4H5Cl in total at a distorted geometry, with properties calculated with ωB97M-V/def2-TZVPD.

XYZ file:
```
10
Properties=species:S:1:pos:R:3:forces:R:3:nbo_charge:R:1
C 1.125 0.503 -2.065 0.26 0.18 -0.27 -0.136
C 0.410 1.146 -1.336 0.97 -0.07 -0.47 -0.128
C -0.046 -1.204 0.875 1.16 -3.74 0.22 -0.473
C -0.253 1.815 -0.414 -2.98 0.34 1.64 -0.247
Cl 0.099 3.412 0.066 0.10 -0.08 0.02 0.059
H 1.688 0.369 -2.920 0.73 -0.81 -1.13 0.225
H -0.206 -0.530 0.147 -0.74 2.40 -1.58 0.151
H 0.353 -2.143 0.462 -0.26 0.32 0.41 0.155
H -0.005 -1.114 1.915 -0.18 0.62 1.18 0.167
H -1.213 1.367 -0.057 0.94 0.83 -0.01 0.228
```
Positions in Å, forces in eV/Å.

Output
- LUMO energy (spin up / spin down) (eV) = -0.983 / 0.184
- largest force on an atom (hartree/bohr) = 0.076
- electronic energy (eV) = -16745.4247
- energy above the lowest of the compared OMol25 structures with the same formula, charge and spin (eV) = 4.699